1.
Entry from OMol25: C4H14N6PS as an isolated structure at a distorted geometry (wB97M-V/def2-TZVPD).

Last column: natural (NBO) charge in e.
Geometry (Å):
C -1.390 2.276 0.898  0.327
C -0.364 0.971 -2.462  -0.470
C 0.101 -0.584 2.487  -0.436
C 2.146 -1.019 -0.348  -0.424
N -1.070 2.316 -0.362  -0.439
N -0.080 0.996 -1.067  -0.522
N -0.120 0.330 1.384  -0.577
N -0.951 1.381 1.743  -0.348
N 0.377 -2.655 -0.932  -0.635
N 0.748 -1.410 -0.413  -0.642
P -0.535 -0.387 -0.159  1.738
S -2.361 -0.993 -0.327  -0.454
H -2.044 3.053 1.284  0.252
H -1.412 0.753 -2.696  0.221
H -0.041 1.902 -2.929  0.229
H 0.242 0.161 -2.880  0.254
H 0.588 -0.046 3.302  0.222
H -0.819 -1.054 2.846  0.210
H 0.773 -1.367 2.146  0.240
H 2.673 -1.603 0.411  0.209
H 2.636 -1.172 -1.313  0.211
H 2.193 0.037 -0.088  0.232
H -1.448 2.942 -1.053  0.438
H -1.244 1.412 2.716  0.437
H 0.650 -3.422 -0.322  0.366
H 0.750 -2.817 -1.865  0.361

The value obtained for the frontier orbital gap is 8.50 eV. Its charge is +1. The largest force on an atom comes out at 0.0817 Eh/bohr. For the energy, the calculation gives -1228.5714 Ha. The calculation puts the relative energy (zero: lowest compared OMol25 entry of this formula, charge and spin) at 0.00 kJ/mol.

=====

2.
Entry from OMol25: a 3-piece molecular cluster, C4H14NO overall at a distorted geometry (wB97M-V/def2-TZVPD).

Last column: natural (NBO) charge in e.
Geometry (Å):
C 0.356 -1.849 1.328  -0.577
C 0.590 -1.599 -0.201  -0.529
C -0.590 -1.109 -0.890  0.386
C -0.575 0.027 -1.771  -0.783
N 1.150 2.952 0.588  -1.141
H 1.129 -2.495 1.729  0.260
H -0.617 -2.326 1.438  0.222
H 0.333 -0.893 1.844  0.254
H 0.763 -2.564 -0.708  0.315
H -1.244 -1.914 -1.252  0.231
H -1.324 0.107 0.569  0.434
H 0.096 0.827 -1.457  0.275
H -0.440 -0.191 -2.838  0.352
H -1.576 0.491 -1.777  0.303
H 2.140 2.828 0.627  0.387
H 0.804 3.886 0.683  0.384
H 0.484 2.210 0.615  0.372
H -1.714 1.628 0.763  0.498
H 1.414 -0.914 -0.390  0.256
O -1.181 0.898 1.099  -0.899

The value obtained for the frontier orbital gap is 4.57 eV. Its charge is +1. The largest force on an atom comes out at 0.0940 Eh/bohr. For the energy, the calculation gives -290.4211 Ha. The calculation puts the relative energy (zero: lowest compared OMol25 entry of this formula, charge and spin) at 404.74 kJ/mol.

=====

3.
Entry from OMol25: a 3-piece molecular cluster, C4H14NO overall at a distorted geometry (wB97M-V/def2-TZVPD).

Last column: natural (NBO) charge in e.
Geometry (Å):
C -0.321 1.828 0.375  -0.624
C -1.034 0.517 0.648  -0.383
C -1.491 -0.268 -0.665  -0.267
C -2.120 -1.577 -0.224  -0.654
N 3.562 0.436 0.457  -0.761
H -0.108 2.327 1.352  0.248
H -0.968 2.455 -0.240  0.227
H 0.646 1.617 -0.128  0.214
H -2.006 0.650 1.266  0.280
H -2.076 0.310 -1.382  0.258
H -0.483 -0.569 -1.159  0.320
H -2.152 -2.416 -0.976  0.263
H -1.609 -2.047 0.642  0.230
H -3.232 -1.478 0.159  0.289
H 3.736 1.369 0.112  0.390
H 4.371 -0.124 0.498  0.384
H 2.775 -0.052 -0.093  0.376
H 1.573 -1.814 -0.930  0.480
H -0.402 -0.303 1.131  0.224
O 1.339 -0.860 -0.841  -0.492

The value obtained for the frontier orbital gap is 4.34 eV. Its charge is +1. The largest force on an atom comes out at 0.0740 Eh/bohr. For the energy, the calculation gives -290.2573 Ha. The calculation puts the relative energy (zero: lowest compared OMol25 entry of this formula, charge and spin) at 834.59 kJ/mol.

=====

4.
Entry from OMol25: a 2-piece molecular cluster, C4H14NO2 overall at a distorted geometry (wB97M-V/def2-TZVPD).

Last column: natural (NBO) charge in e.
Geometry (Å):
C 0.852 -0.957 0.231  -0.253
C -0.585 -1.000 -0.223  -0.412
C -1.032 0.302 -0.949  -0.441
C -0.079 0.695 -2.052  -0.090
O 0.020 -0.426 -2.957  -0.723
N 1.140 0.093 1.251  -0.708
H 1.435 -0.909 -0.687  0.240
H 1.191 -1.931 0.601  0.233
H -0.670 -1.882 -0.857  0.260
H -1.233 -1.157 0.650  0.198
H -1.137 1.143 -0.236  0.198
H -2.102 0.203 -1.110  0.253
H -0.576 1.504 -2.611  0.200
H 0.933 0.983 -1.781  0.157
H 0.663 -0.152 -3.605  0.477
H 0.408 0.373 2.005  0.468
H 1.259 0.935 0.687  0.425
H 2.028 -0.061 1.718  0.436
H -1.227 0.098 3.033  0.502
H -0.803 1.487 3.629  0.519
O -0.485 0.659 3.264  -0.939

The value obtained for the frontier orbital gap is 10.54 eV. Its charge is +1. The largest force on an atom comes out at 0.0517 Eh/bohr. For the energy, the calculation gives -365.7800 Ha. The calculation puts the relative energy (zero: lowest compared OMol25 entry of this formula, charge and spin) at 133.26 kJ/mol.

=====

5.
Entry from OMol25: a 3-piece molecular cluster, C4H14NO2 overall at a distorted geometry (wB97M-V/def2-TZVPD).

Last column: natural (NBO) charge in e.
Geometry (Å):
C 1.036 0.788 0.821  -0.210
C 0.329 0.522 2.132  -0.474
C -1.188 0.306 2.015  -0.219
C -1.523 -0.781 1.320  -0.383
N 0.158 1.555 -0.154  -0.720
H 1.919 1.409 0.895  0.232
H 1.385 -0.064 0.247  0.228
H 0.781 -0.392 2.556  0.261
H 0.455 1.430 2.716  0.230
H -1.847 0.936 2.609  0.244
H -2.529 -1.181 1.104  0.226
H -0.843 -1.470 0.818  0.195
H -0.058 2.536 0.033  0.427
H 0.418 1.497 -1.146  0.479
H -0.732 1.001 -0.033  0.447
H -0.457 -3.033 -2.347  0.495
H 1.092 -2.813 -2.627  0.497
O 0.207 -2.445 -2.733  -0.973
H 0.588 0.432 -3.403  0.501
H 0.187 -0.553 -2.383  0.513
O 0.624 0.320 -2.441  -0.997

The value obtained for the frontier orbital gap is 11.28 eV. Its charge is +1. The largest force on an atom comes out at 0.0392 Eh/bohr. For the energy, the calculation gives -365.7743 Ha. The calculation puts the relative energy (zero: lowest compared OMol25 entry of this formula, charge and spin) at 148.22 kJ/mol.

=====

6.
Entry from OMol25: a 3-piece molecular cluster, C4H14NO2 overall at a distorted geometry (wB97M-V/def2-TZVPD).

Last column: natural (NBO) charge in e.
Geometry (Å):
C -2.548 -1.032 0.222  -0.595
C -1.735 0.127 1.036  -0.482
C -0.904 1.108 0.116  0.195
C -0.898 2.436 -0.064  -0.400
N 0.131 0.299 -0.494  -0.747
H -2.445 -2.027 0.571  0.241
H -3.562 -0.735 -0.002  0.251
H -2.131 -0.944 -0.886  0.185
H -2.287 0.807 1.750  0.257
H -0.934 -0.149 1.806  0.224
H -0.898 2.811 -1.079  0.225
H -0.676 3.120 0.702  0.246
H 0.544 0.517 -1.356  0.440
H -0.040 -0.710 -0.637  0.436
H 1.125 0.263 0.036  0.498
H 3.657 1.165 -0.433  0.507
H 3.076 1.609 0.961  0.505
O 2.825 1.213 0.062  -0.986
H 2.974 -3.494 -1.366  0.476
H 2.146 -3.505 -0.147  0.473
O 2.580 -2.880 -0.799  -0.947

The value obtained for the frontier orbital gap is 8.96 eV. Its charge is +1. The largest force on an atom comes out at 0.0915 Eh/bohr. For the energy, the calculation gives -365.6652 Ha. The calculation puts the relative energy (zero: lowest compared OMol25 entry of this formula, charge and spin) at 434.64 kJ/mol.

=====

7.
Entry from OMol25: a 3-piece molecular cluster, C4H14NO2 overall at a distorted geometry (wB97M-V/def2-TZVPD).

Last column: natural (NBO) charge in e.
Geometry (Å):
C -0.507 -1.565 -1.311  -0.547
C 0.495 -0.383 -1.670  -0.383
C 1.302 0.251 -0.497  -0.280
C 0.563 0.073 1.717  0.144
N 0.473 0.706 0.605  -0.408
H -0.888 -2.181 -2.136  0.287
H -1.476 -0.971 -1.007  0.276
H -0.068 -2.258 -0.607  0.246
H -0.057 0.346 -2.299  0.246
H 1.205 -1.003 -2.267  0.314
H 2.130 0.969 -0.797  0.286
H 1.976 -0.504 -0.037  0.242
H 1.353 -0.682 1.858  0.274
H -0.060 0.212 2.600  0.246
H -0.163 1.475 0.388  0.448
H -5.373 2.170 -1.449  0.502
H -5.579 3.424 -0.847  0.511
O -4.788 2.884 -1.096  -0.424
H 3.629 -2.228 1.518  0.492
H 3.147 -2.440 2.914  0.503
O 3.021 -1.844 2.164  -0.975

The expectation value of S² is 0.755. The value obtained for the frontier orbital gap (spin up / spin down) is 10.08 / 2.34 eV. The spin multiplicity is 2. Its charge is +2. The largest force on an atom comes out at 0.0532 Eh/bohr. For the energy, the calculation gives -365.2002 Ha. The calculation puts the relative energy (zero: lowest compared OMol25 entry of this formula, charge and spin) at 269.13 kJ/mol.

=====

8.
Entry from OMol25: a 3-piece molecular cluster, C4H14NO2S overall at a distorted geometry (wB97M-V/def2-TZVPD).

Last column: natural (NBO) charge in e.
Geometry (Å):
C 0.074 -0.231 0.610  -0.435
C 0.530 -0.669 1.994  -0.510
S 2.194 0.073 2.345  -0.711
C -1.453 -0.284 0.403  -0.221
N -1.903 0.163 -0.905  -0.636
C -2.374 1.563 -0.860  -0.419
H 0.379 0.794 0.440  0.192
H 0.490 -0.905 -0.145  0.197
H 0.527 -1.760 2.088  0.174
H -0.157 -0.324 2.757  0.178
H -1.742 -1.342 0.522  0.166
H -1.990 0.173 1.239  0.177
H -1.119 0.132 -1.537  0.358
H -3.303 1.527 -0.279  0.182
H -2.759 1.813 -1.859  0.188
H -1.622 2.255 -0.488  0.177
H 1.457 0.859 -1.441  0.481
H 2.226 -0.036 -2.333  0.486
O 1.571 0.676 -2.388  -0.968
H 2.762 -2.252 -0.127  0.461
H 3.047 -0.802 0.359  0.504
O 3.165 -1.423 -0.396  -1.020

The value obtained for the frontier orbital gap is 6.67 eV. Its charge is -1. The largest force on an atom comes out at 0.0357 Eh/bohr. For the energy, the calculation gives -764.2570 Ha. The calculation puts the relative energy (zero: lowest compared OMol25 entry of this formula, charge and spin) at 42.68 kJ/mol.